Entry 1:
Here is a molecular structure, C37H42BBrGaN4O8P from the OMol25 dataset. Energies are from ωB97M-V with the def2-TZVPD basis set.

XYZ file:
```
95
Properties=species:S:1:pos:R:3:forces:R:3
Ga -0.6730 0.5714 0.3974 -0.5967 -0.5758 0.4565
O -0.5878 3.0025 3.5288 0.0182 -0.0266 -0.0556
C -0.3545 2.1843 2.6639 0.0567 0.0549 0.0040
O -1.0897 1.9406 1.6277 0.0428 0.0595 0.0125
C 0.9057 1.3336 2.7820 0.0154 0.0101 0.0827
C 1.7222 1.4401 3.9273 -0.0102 -0.0273 -0.0435
C 2.8068 0.6223 4.0248 0.0036 0.0187 -0.0151
C 3.0836 -0.3089 2.9951 0.0188 -0.0229 0.0593
C 4.1746 -1.2098 3.0481 0.0037 0.0304 -0.0151
C 4.3990 -2.0802 2.0210 -0.0254 -0.0230 -0.0146
C 3.5512 -2.0801 0.8893 0.0244 0.0028 0.0206
C 2.4927 -1.2223 0.8098 0.0089 -0.0160 -0.0071
C 2.2309 -0.3292 1.8737 0.0089 0.0146 -0.0501
N 1.1577 0.5092 1.7987 0.0461 0.2218 -0.1559
H 1.4530 2.1646 4.6814 -0.0072 -0.0040 0.0056
H 3.4682 0.6722 4.8819 -0.0152 -0.0195 0.0134
H 4.8233 -1.1943 3.9157 -0.0008 -0.0022 0.0037
H 5.2259 -2.7767 2.0688 0.0150 0.0152 -0.0079
H 3.7463 -2.7682 0.0770 -0.0048 -0.0075 0.0039
H 1.8419 -1.2167 -0.0528 -0.0188 0.0002 0.0073
Br -3.8870 -5.3098 -2.9207 0.0107 -0.0378 0.0279
C -4.2543 -3.5909 -3.6198 0.0200 0.0432 -0.0224
C -5.5679 -3.1752 -3.7535 0.0068 0.0285 0.0063
C -5.8232 -1.9137 -4.2680 0.0044 -0.0178 0.0550
C -4.7771 -1.0645 -4.6004 -0.0932 0.2034 -0.0714
C -3.4622 -1.5062 -4.4929 0.0086 0.0018 -0.0287
C -3.2006 -2.7746 -4.0044 -0.0069 -0.0364 0.0311
N -5.1558 0.2002 -5.1894 0.1730 -0.0841 -0.0029
N -4.5844 1.2674 -4.9228 -0.0816 -0.0278 0.1758
C -3.5943 1.3626 -3.8875 -0.0663 -0.0680 -0.1593
C -2.4153 1.9771 -4.2194 0.0874 -0.0294 0.0199
C -1.3118 2.0134 -3.3460 -0.1360 -0.0885 -0.0229
C -1.4138 1.4576 -2.0890 -0.0482 -0.0388 0.0459
O -0.3994 1.3775 -1.2514 0.2133 0.1146 -0.2199
C -2.7061 0.9778 -1.6754 0.1675 0.0552 0.0490
N -2.7879 0.6104 -0.3747 0.1090 0.0224 -0.1197
C -3.9201 0.1643 0.1058 -0.0353 0.1165 0.0346
C -5.0769 0.0793 -0.6903 -0.0040 0.0014 0.0193
C -5.0175 0.4534 -2.0037 -0.0044 -0.0405 -0.0464
C -3.7974 0.9078 -2.5551 -0.0147 0.1194 0.0389
H -6.3802 -3.8302 -3.4713 0.0038 -0.0040 0.0003
H -6.8414 -1.5716 -4.4036 0.0042 0.0035 -0.0265
H -2.6405 -0.8674 -4.7858 -0.0078 0.0111 -0.0036
H -2.1815 -3.1241 -3.9139 -0.0017 -0.0066 0.0000
H -2.3218 2.3903 -5.2164 -0.0027 -0.0084 -0.0058
H -0.3762 2.4556 -3.6597 0.0103 -0.0093 0.0034
H -3.9278 -0.1093 1.1549 0.0136 -0.0546 -0.0165
H -6.0020 -0.2688 -0.2526 -0.0019 0.0074 0.0012
H -5.9057 0.4111 -2.6192 -0.0026 0.0233 -0.0077
C 2.8151 4.1848 -3.6678 0.0021 0.0127 -0.0031
C 3.0207 2.8322 -3.0229 -0.0211 0.0556 0.0220
O 3.4184 3.0161 -1.6562 0.0892 -0.1078 -0.0952
P 2.6780 2.0484 -0.5555 -0.0514 0.0116 0.1120
O 3.8897 1.9664 0.5419 0.0944 0.2711 0.0294
C 5.1451 1.3819 0.1960 -0.0532 -0.1444 0.0082
C 6.1772 1.8469 1.1979 -0.0099 0.0160 -0.0015
O 1.7312 3.0633 0.2574 -0.0656 -0.0486 0.0103
C 2.1370 4.1554 1.1027 -0.0063 -0.0144 0.0029
C 2.4909 5.3950 0.3089 -0.0014 0.0169 -0.0048
H 2.6911 4.0765 -4.7466 -0.0315 -0.0037 0.0030
H 3.6786 4.8246 -3.4841 0.0179 -0.0155 -0.0254
H 1.9324 4.6802 -3.2627 0.0070 -0.0029 0.0262
H 3.7993 2.2636 -3.5387 0.0275 0.0484 0.0217
H 2.1000 2.2409 -3.0585 0.0235 -0.0216 -0.0458
H 5.4242 1.6799 -0.8177 0.0184 0.0230 0.0107
H 5.0488 0.2906 0.2220 -0.0027 0.0327 -0.0241
H 6.2862 2.9309 1.1598 -0.0017 -0.0011 -0.0031
H 7.1454 1.3918 0.9841 -0.0002 -0.0064 -0.0052
H 5.8781 1.5653 2.2083 -0.0073 -0.0104 0.0011
H 2.9710 3.8328 1.7276 0.0042 0.0006 -0.0198
H 1.2766 4.3438 1.7458 0.0176 0.0054 0.0048
H 3.3633 5.2290 -0.3204 0.0159 -0.0166 0.0078
H 2.7053 6.2145 0.9979 -0.0071 0.0020 -0.0055
H 1.6573 5.6926 -0.3281 -0.0096 -0.0100 0.0042
C -0.5206 -2.2453 4.1056 0.0475 0.0266 0.0018
C -1.4651 -2.6216 2.9706 -0.0342 -0.0255 0.0048
C -2.7722 -3.1541 3.5285 0.0292 -0.0141 0.0535
O -1.7430 -1.3924 2.2537 -0.0514 -0.1229 -0.1168
B -0.9353 -1.3571 1.1332 0.0044 0.1737 0.1053
O -0.3118 -2.5527 0.9143 0.0970 -0.0309 -0.1122
C -0.8004 -3.5213 1.8771 0.0109 -0.0348 0.0334
C -1.7824 -4.4181 1.1364 -0.0277 0.0292 -0.0065
C 0.3885 -4.3303 2.3683 -0.0131 -0.0227 0.0001
H -1.0044 -1.4919 4.7276 -0.0046 0.0031 -0.0054
H 0.4074 -1.8179 3.7195 -0.0029 -0.0028 -0.0161
H -0.2720 -3.1042 4.7299 -0.0163 -0.0060 -0.0055
H -3.1863 -2.4236 4.2239 0.0056 0.0011 0.0016
H -2.6120 -4.0865 4.0737 0.0169 -0.0086 -0.0154
H -3.5036 -3.3322 2.7433 -0.0041 0.0161 -0.0083
H -2.6349 -3.8498 0.7625 0.0046 0.0108 -0.0061
H -2.1509 -5.2228 1.7741 0.0039 0.0067 0.0115
H -1.2733 -4.8600 0.2801 0.0034 -0.0037 -0.0002
H 1.2086 -3.6801 2.6701 -0.0131 -0.0012 0.0177
H 0.7460 -4.9793 1.5685 0.0066 0.0219 -0.0174
H 0.1085 -4.9605 3.2145 -0.0200 -0.0112 -0.0101
```
Forces are in eV/Å.

Values from the calculation:
- multiplicity = 1
- total energy (Ha) = -7121.32452
- LUMO level (eV) = -0.36
- relative energy (zero: lowest compared OMol25 entry of this formula, charge and spin) (kcal/mol) = 5.3
- HOMO-LUMO gap (eV) = 7.38
- HOMO energy (Ha) = -0.2847

Here are the Löwdin charges for atoms 1 to 2, given in e: 0.58, 0.09

Entry 2:
Here is 2 unconnected molecules or ions with the total composition C12H27I2NO6P2S from the OMol25 dataset. Energies are from ωB97M-V with the def2-TZVPD basis set.

XYZ file:
```
51
Properties=species:S:1:pos:R:3:forces:R:3
C 2.2631 -4.2858 -0.3681 -0.1609 -0.1312 -0.1258
C 2.4521 -3.3496 -1.5476 -0.1573 0.2076 0.0183
C 3.1847 -2.0624 -1.1691 -0.3457 0.0744 0.1426
C 2.2206 -0.9773 -0.7034 0.0155 -0.1475 -0.0312
C 2.8966 0.2561 -0.1232 -0.3692 0.0203 0.0303
C 1.9581 1.4500 -0.0662 -0.2889 -0.3188 0.2769
C 0.8667 1.2664 0.9998 -0.1248 0.3480 0.0150
C -0.5439 1.5790 0.5046 0.1897 -0.1334 -0.0024
C -1.1293 0.3959 -0.2425 -0.0623 0.2752 -0.3492
N -2.6188 0.4122 -0.3131 -0.2680 -1.5915 1.6092
C -3.3009 -0.9310 -0.1745 0.0893 1.5412 0.5832
I -2.1733 -2.8010 -0.9760 0.2596 -0.5206 -0.1345
C -3.8558 -1.1309 1.2088 -0.5859 -0.0159 -0.3953
C -4.8930 -0.0719 1.5963 0.4613 0.0250 0.2646
I -2.3743 -1.3200 2.7724 0.0869 -0.0738 0.0728
P -3.1500 1.5259 -1.9233 0.2970 0.3245 -1.1459
O -2.1573 2.7441 -2.3829 -0.2251 0.6134 -0.0426
O -4.4463 2.3277 -1.3596 0.2329 0.1646 0.2112
S -3.5743 0.3925 -3.4377 -0.1489 -0.2184 -0.2385
H 3.1978 -4.7510 -0.0665 0.1946 -0.0069 0.1055
H 1.8482 -3.7507 0.4809 -0.0070 0.1080 0.1828
H 1.5566 -5.0760 -0.6114 -0.0715 -0.1687 -0.0204
H 2.9481 -3.8617 -2.3699 0.1611 -0.1501 -0.0658
H 1.4629 -3.0748 -1.9148 -0.1258 0.0214 -0.1563
H 3.7492 -1.6791 -2.0155 0.2750 0.0330 -0.0614
H 3.8620 -2.2600 -0.3391 0.3846 -0.0626 -0.0562
H 1.5846 -0.6864 -1.5437 -0.0760 -0.0057 -0.1574
H 1.5549 -1.4289 0.0346 -0.1873 0.0437 0.1020
H 3.1946 0.0639 0.9052 0.4457 -0.0332 0.0756
H 3.7772 0.5060 -0.7095 0.2429 0.0391 -0.0235
H 2.5026 2.3421 0.2098 0.2253 0.2675 -0.1966
H 1.4853 1.5899 -1.0417 0.0506 0.1223 -0.2210
H 0.8892 0.2588 1.4124 -0.0215 -0.1673 0.1047
H 1.0858 1.9511 1.8126 0.1751 0.0075 0.1653
H -1.1747 1.8313 1.3577 -0.1737 -0.0320 0.1179
H -0.4873 2.4538 -0.1375 -0.2159 0.2253 -0.0591
H -0.8269 -0.5235 0.2394 -0.0800 -0.2501 0.0641
H -0.7624 0.3697 -1.2691 0.0817 -0.1272 -0.1850
H -2.9475 0.9901 0.4750 0.2523 -0.0538 0.1669
H -4.1588 -0.8987 -0.8394 0.1854 -0.4447 -0.5211
H -4.3305 -2.1035 1.1830 0.0164 -0.1850 0.1437
H -5.6528 -0.5174 2.2270 -0.2203 -0.0244 0.0766
H -4.4439 0.7287 2.1767 0.0370 0.1984 0.0105
H -5.3421 0.3716 0.7101 -0.2224 -0.0356 -0.1371
H -1.6226 2.4067 -3.1166 0.0962 0.0865 -0.1747
H -4.5756 3.1052 -1.9258 -0.2663 0.1642 -0.0370
O 3.8052 1.7897 2.9193 -0.1379 0.1331 0.0587
P 4.0080 3.2513 2.4823 0.1265 -0.0222 0.0749
O 4.7614 3.9923 3.5919 0.0144 -0.1383 -0.1218
O 2.6108 3.8373 2.2088 0.0631 -0.1296 -0.0766
O 4.8158 3.3523 1.1793 -0.1176 0.1442 0.0629
```
Forces are in eV/Å.

Values from the calculation:
- total charge = -2
- multiplicity = 1
- total energy (Ha) = -2655.86291
- LUMO level (eV) = 2.36
- HOMO-LUMO gap (eV) = 1.67
- HOMO energy (Ha) = 0.0253

Here are the natural (NBO) charges for atoms 1 to 2, given in e: -0.60, -0.40